(1)
C29H40FN3O3PdSb2 | ωB97M-V with the def2-TZVPD basis set

```
79
C29H40FN3O3PdSb2 ωB97M-V with the def2-TZVPD basis set
Pd 2.63 1.11 -2.34
C -5.05 2.09 -1.40
C -4.02 3.14 -1.00
N -2.67 2.58 -0.96
C -1.94 2.59 -2.12
C -0.80 1.91 -2.34
C -0.16 2.12 -3.72
O -0.90 2.68 -4.55
O 1.03 1.76 -3.90
C -0.31 1.04 -1.30
O 0.63 0.24 -1.40
C -1.01 1.13 -0.02
C -0.53 0.42 1.07
C -1.22 0.38 2.25
F -0.72 -0.37 3.27
C -2.41 1.08 2.42
C -2.88 1.83 1.34
C -2.21 1.86 0.12
N -3.19 1.10 3.63
C -4.57 0.60 3.52
C -5.43 1.40 4.53
N -4.47 2.03 5.48
C -3.55 0.99 6.02
C -2.60 0.60 4.87
H -6.04 2.53 -1.49
H -5.07 1.28 -0.68
H -4.78 1.67 -2.37
H -4.27 3.58 -0.04
H -4.01 3.95 -1.73
H -2.32 3.21 -2.92
H 0.40 -0.13 0.97
H -3.78 2.41 1.49
H -4.61 -0.47 3.73
H -4.93 0.75 2.51
H -6.11 0.75 5.08
H -6.00 2.19 4.04
H -4.92 2.60 6.19
H -3.86 2.58 4.85
H -4.15 0.15 6.36
H -3.01 1.39 6.87
H -2.46 -0.49 4.86
H -1.62 1.05 5.00
C 5.77 -0.58 0.95
Sb 4.14 -0.04 -0.44
C 3.18 1.24 1.03
C 2.88 -1.74 0.16
C 3.28 -3.04 -0.46
C 4.28 -3.79 0.15
C 4.72 -4.99 -0.38
C 4.15 -5.46 -1.55
C 3.14 -4.74 -2.16
C 2.68 -3.52 -1.64
C 1.60 -2.79 -2.35
Sb 2.30 -1.18 -3.67
C 3.32 -2.57 -4.98
C 0.44 -1.18 -4.76
H 5.37 -0.87 1.93
H 6.42 0.28 1.07
H 6.34 -1.41 0.52
H 2.87 0.67 1.91
H 2.32 1.69 0.54
H 3.87 2.03 1.34
H 1.87 -1.43 -0.13
H 2.96 -1.78 1.24
H 4.71 -3.42 1.07
H 5.50 -5.55 0.11
H 4.48 -6.40 -1.99
H 2.68 -5.11 -3.07
H 0.90 -2.30 -1.67
H 1.04 -3.47 -3.00
H 2.64 -3.37 -5.27
H 4.18 -3.00 -4.47
H 3.67 -2.05 -5.88
H 0.25 -2.16 -5.19
H 0.47 -0.42 -5.53
H -0.35 -0.91 -4.05
C 3.21 2.96 -1.95
H 2.75 3.78 -2.50
H 3.85 3.31 -1.14
```

Values from the calculation:
HOMO-LUMO gap (spin up / spin down) = 2.530 / 4.123 eV
strongest force on any atom = 1.2 eV/Å
spin multiplicity = 3
LUMO level (spin up / spin down) = -1.75 / -1.75 eV
HOMO (spin up / spin down) = -4.28 / -5.87 eV
DFT total energy = -60600.6610 eV



(2)
C29H40I3N4O12 | ωB97M-V with the def2-TZVPD basis set

```
88
C29H40I3N4O12 ωB97M-V with the def2-TZVPD basis set
C -5.68 -2.55 1.41
C -4.19 -1.80 1.25
I -4.35 0.07 2.40
C -3.92 -1.44 -0.36
I -3.32 0.64 -0.70
N -3.03 -2.48 -1.02
C -3.78 -3.53 -1.81
N -2.76 -4.51 -2.39
C -1.46 -3.94 -1.85
N -0.29 -4.59 -2.18
I -0.48 -6.33 -3.33
N -1.66 -2.69 -1.01
C -0.63 -1.83 -0.31
C -0.77 -1.76 1.32
C 0.62 -1.26 2.10
C 1.61 -0.07 1.56
C 2.93 0.33 2.50
C 3.24 -0.43 3.95
C 2.24 -1.64 4.46
C 0.94 -2.03 3.54
H -6.16 -2.32 2.48
H -5.61 -3.72 1.29
H -6.47 -2.13 0.63
H -3.41 -2.57 1.69
H -4.99 -1.56 -0.87
H -4.94 -3.67 -1.99
H 0.66 -4.26 -1.84
H -0.56 -0.74 -0.79
H 0.43 -2.33 -0.54
H -1.10 -2.82 1.70
H -1.57 -0.91 1.56
H 1.38 0.49 0.55
H 3.68 1.20 2.19
H 4.15 -0.14 4.65
H 2.41 -2.23 5.47
H 0.23 -2.88 3.93
C -1.32 2.64 6.16
C 0.14 2.28 6.35
C 0.92 3.33 7.09
O 2.23 3.16 6.58
C 2.09 2.64 5.33
O 3.00 2.54 4.52
O 0.81 2.23 5.10
H -1.85 1.81 5.67
H -1.81 2.84 7.12
H -1.43 3.51 5.51
H 0.23 1.30 6.83
H 0.90 3.17 8.17
H 0.59 4.36 6.88
C -1.22 -1.09 -3.83
C -1.75 -0.11 -4.86
C -1.03 -0.16 -6.17
O -1.17 1.16 -6.66
C -1.31 1.97 -5.56
O -1.26 3.18 -5.60
O -1.52 1.23 -4.43
H -1.83 -1.04 -2.92
H -1.25 -2.12 -4.21
H -0.20 -0.84 -3.54
H -2.83 -0.24 -4.99
H -1.48 -0.88 -6.86
H 0.04 -0.39 -6.07
C 7.32 1.44 5.70
C 6.54 1.25 6.98
C 7.38 0.83 8.14
O 6.47 0.09 8.94
C 5.52 -0.40 8.08
O 4.69 -1.24 8.39
O 5.63 0.17 6.85
H 6.67 1.81 4.90
H 8.14 2.17 5.83
H 7.75 0.50 5.35
H 5.96 2.16 7.21
H 7.77 1.69 8.70
H 8.21 0.18 7.87
C -2.56 1.64 -9.01
C -1.85 1.74 -10.35
C -2.15 3.01 -11.09
O -1.98 2.62 -12.44
C -2.24 1.28 -12.50
O -2.38 0.65 -13.53
O -2.31 0.75 -11.24
H -2.26 0.73 -8.49
H -2.34 2.50 -8.37
H -3.65 1.58 -9.15
H -0.77 1.61 -10.21
H -1.45 3.82 -10.83
H -3.17 3.37 -10.95
```

Values from the calculation:
total charge = +1
HOMO-LUMO gap = 5.972 eV
strongest force on any atom = 7.7 eV/Å
LUMO level = -4.37 eV
HOMO = -10.35 eV
DFT total energy = -85533.6113 eV



(3)
C29H40N3O | ωB97M-V with the def2-TZVPD basis set

```
73
C29H40N3O ωB97M-V with the def2-TZVPD basis set
C -6.22 0.97 2.90
C -6.30 -0.32 3.70
N -5.06 -1.06 3.67
C -5.22 -2.45 4.02
C -4.00 -3.28 3.65
C -2.74 -2.63 4.20
C -2.65 -1.18 3.86
C -3.85 -0.44 3.63
C -3.75 0.96 3.36
C -2.51 1.53 3.15
C -1.29 0.78 3.25
C -0.05 1.37 2.89
C 1.21 0.72 2.92
C 2.39 1.49 3.19
C 3.63 0.91 3.36
C 3.77 -0.51 3.25
N 4.98 -1.10 3.44
C 6.21 -0.33 3.43
C 6.03 0.99 4.16
C 4.82 1.76 3.65
C 5.20 -2.50 3.16
C 3.99 -3.34 3.54
C 2.73 -2.79 2.87
C 2.62 -1.30 2.95
C 1.40 -0.68 2.71
C -1.42 -0.55 3.76
C -5.00 1.79 3.30
H -6.17 0.73 1.83
H -7.14 1.54 3.07
H -6.59 -0.10 4.74
H -7.08 -0.98 3.28
H -5.43 -2.55 5.10
H -6.11 -2.82 3.49
H -4.13 -4.29 4.05
H -3.93 -3.35 2.56
H -2.72 -2.76 5.30
H -1.86 -3.16 3.81
H -2.45 2.59 2.89
H -0.04 2.44 2.73
H 2.28 2.57 3.31
H 6.98 -0.94 3.90
H 6.53 -0.14 2.39
H 5.92 0.79 5.23
H 6.94 1.58 4.03
H 5.11 2.31 2.74
H 4.55 2.52 4.40
H 5.43 -2.64 2.09
H 6.08 -2.81 3.73
H 4.16 -4.37 3.23
H 3.87 -3.33 4.63
H 2.73 -3.09 1.81
H 1.85 -3.24 3.33
H 0.57 -1.29 2.36
H -0.53 -1.09 4.08
H -4.86 2.60 2.58
H -5.19 2.26 4.27
C 1.94 5.55 1.67
C 1.37 5.25 0.28
C 0.99 3.81 -0.01
C 0.49 3.70 -1.45
O -0.11 2.42 -1.58
N -0.01 3.26 0.91
H 2.31 6.59 1.68
H 1.18 5.47 2.45
H 2.78 4.90 1.92
H 0.48 5.87 0.11
H 2.10 5.55 -0.48
H 1.88 3.17 0.10
H -0.27 4.48 -1.62
H 1.32 3.80 -2.17
H -0.44 2.30 -2.48
H -0.58 3.98 1.33
H -0.59 2.56 0.44
```

Values from the calculation:
total charge = +1
HOMO-LUMO gap = 5.921 eV
strongest force on any atom = 1.9 eV/Å
LUMO level = -3.81 eV
HOMO = -9.73 eV
DFT total energy = -37235.1675 eV